No. 1
A molecular structure, C22H24BrNO5PtS in a non-equilibrium geometry, computed with ωB97M-V/def2-TZVPD.

```
55
Properties=species:S:1:pos:R:3:forces:R:3
Pt -0.50064 0.37818 -0.07232 -0.829 0.600 -0.233
C -3.43097 -0.49615 0.77775 0.071 -0.065 0.017
O -2.23537 0.24781 1.12810 0.009 -0.134 -0.042
C -2.02333 0.37668 2.56162 0.022 0.004 -0.027
C -0.56584 0.76519 2.81307 0.013 -0.020 -0.035
O -0.02835 1.49583 1.68391 -0.204 -0.324 0.065
C -0.47972 2.89014 1.62649 0.136 0.079 0.017
C -0.32391 3.33866 0.19949 0.096 0.002 0.109
O -1.16051 2.50636 -0.61883 0.229 -0.139 -0.112
C -2.53374 2.92546 -0.69928 -0.057 -0.022 0.018
H -4.28850 -0.00155 1.23041 0.001 -0.003 0.008
H -3.51079 -0.47369 -0.30515 -0.010 0.010 0.001
H -3.34117 -1.52154 1.13397 0.006 -0.007 -0.006
H -2.74048 1.11480 2.92065 0.025 0.048 -0.002
H -2.23242 -0.57798 3.04669 -0.008 -0.018 -0.013
H -0.45227 1.35595 3.72148 -0.066 0.061 -0.030
H 0.07149 -0.10653 2.89779 0.015 0.059 0.060
H -1.51882 2.92949 1.95464 -0.010 0.032 0.006
H 0.14248 3.46560 2.31098 0.045 -0.041 -0.004
H -0.57367 4.39275 0.07845 -0.094 -0.019 0.000
H 0.69389 3.16731 -0.14664 0.015 0.063 -0.003
H -2.57487 3.92058 -1.13946 0.012 0.001 -0.004
H -3.04515 2.21985 -1.34973 -0.011 -0.001 0.007
H -3.01073 2.93262 0.28169 0.001 -0.009 -0.003
S -0.36704 -4.03776 -0.26713 0.010 -0.038 -0.053
C 0.08364 -3.62996 1.31966 0.013 -0.018 0.029
C 0.13765 -2.28163 1.54299 0.102 0.041 0.059
C -0.20265 -1.56878 0.36959 0.324 0.172 0.049
C -0.49702 -2.39020 -0.68633 -0.157 -0.077 0.023
C -0.87553 -1.79039 -1.93734 0.133 0.007 -0.030
C -1.07634 -2.39964 -3.16194 -0.028 -0.002 -0.071
C -1.32357 -1.61101 -4.27206 0.027 -0.045 0.022
C -1.35367 -0.22717 -4.14541 -0.023 0.049 0.025
C -1.15324 0.33278 -2.90559 -0.140 -0.006 -0.008
N -0.95900 -0.44560 -1.82938 -0.128 0.056 -0.009
H 0.30995 -4.41301 2.02701 -0.004 0.010 0.007
H 0.44519 -1.88574 2.49753 0.076 -0.007 -0.045
H -1.00990 -3.47590 -3.24073 -0.001 0.000 0.002
H -1.46829 -2.07201 -5.23978 -0.006 0.003 -0.001
H -1.51522 0.41745 -4.99650 0.008 -0.008 -0.009
H -1.14259 1.39975 -2.74194 0.074 0.004 -0.016
Br 3.50650 -0.48636 3.60128 -0.032 -0.031 0.010
C 3.86094 -0.58617 1.74588 0.101 -0.036 -0.067
C 5.10112 -1.00469 1.28153 -0.082 0.015 0.065
C 5.32517 -1.06518 -0.08766 -0.057 -0.025 -0.040
C 4.32002 -0.73157 -0.98369 -0.077 -0.106 0.054
C 3.08403 -0.30600 -0.50146 0.236 0.034 -0.137
C 2.86208 -0.22303 0.86692 0.034 0.114 0.064
C 2.01077 0.03001 -1.46492 -0.195 -0.150 0.039
O 1.90177 -0.41805 -2.56867 0.015 0.106 0.081
O 1.08826 0.96479 -0.99146 0.320 -0.343 0.169
H 5.87865 -1.27993 1.98083 0.008 0.014 -0.009
H 6.28934 -1.38819 -0.45519 0.006 0.012 0.005
H 4.48035 -0.80217 -2.05105 0.007 0.027 0.007
H 1.92203 0.12957 1.25923 0.030 0.069 -0.004
```
Positions in Å, forces in eV/Å.

Properties
Energy above the lowest of the compared OMol25 structures with the same formula, charge and spin (kJ/mol): 73.3
Strongest force on any atom (eV Å⁻¹): 1.05
M (g/mol): 689.5
Gap between HOMO and LUMO (eV): 6.64
Charge: +2
Electronic energy (eV): -119038.198

Atom charges from the Löwdin analysis, given in e for atoms 1 to 8: 1.605 0.004 -0.358 -0.101 -0.112 -0.267 -0.085 -0.134

***

No. 2
2 unconnected molecules or ions with the total composition C22H24ClF5I2N3O6S in a non-equilibrium geometry, computed with ωB97M-V/def2-TZVPD.

```
64
Properties=species:S:1:pos:R:3:forces:R:3
C -4.38610 2.50102 1.00140 1.203 -0.306 0.214
C -2.95870 3.06645 0.44272 -0.709 -1.502 -0.495
C -3.04759 3.11322 -1.18233 -0.827 0.309 0.970
C -2.23462 4.29009 -1.87524 -2.670 1.193 0.487
O -0.82765 4.07728 -2.18070 1.669 -3.019 1.948
C -0.25142 2.96244 -1.55147 -0.037 -1.779 -0.976
C -0.15993 1.65686 -2.38976 0.815 -0.780 2.712
C -0.65312 1.65206 -3.90243 0.093 1.394 -0.956
C -2.23461 1.60942 -4.10380 -2.830 -2.997 1.319
O -2.91771 0.63994 -3.74340 2.798 4.409 -1.643
F -2.90170 2.72971 -4.72549 2.117 -2.203 1.333
C 0.42624 0.38953 -1.71808 0.041 4.169 1.754
C 0.50090 -0.95342 -2.56089 -3.903 -2.107 -2.069
O -0.57263 -1.33118 -3.11111 4.507 1.958 2.683
O 1.62551 -1.80523 -2.71387 -0.641 3.477 -0.460
C 2.75450 -1.16761 -3.33580 4.039 -2.927 1.029
I 2.77541 0.70119 -4.42417 -0.387 -1.200 0.738
C 4.00236 -1.87746 -3.24936 -1.711 2.555 -1.113
C 5.31881 -1.26486 -3.95421 -0.098 -0.475 -0.306
I 4.23686 -3.79493 -2.24414 -0.423 1.572 -0.709
C 0.89388 0.53975 -0.21245 -0.101 1.500 -1.443
C 1.44400 -0.79231 0.47088 -0.386 -0.271 0.749
C 0.25806 -1.31738 1.47776 -0.442 0.258 -1.077
S 0.87553 -1.85643 3.13777 0.109 -1.105 -0.248
C 1.47114 -3.59435 3.09349 -0.242 -1.810 -1.193
N 1.11309 -4.73031 2.30036 3.144 4.009 4.587
N 1.94044 -5.71212 2.82630 2.948 1.153 3.546
C 2.74846 -5.21541 3.88415 -3.225 0.429 -3.093
O 2.46965 -3.82967 4.09392 -1.943 -2.341 -3.166
C 0.81437 1.91651 0.54684 0.078 -2.157 -3.382
C 1.30758 2.15658 2.03661 0.769 0.528 2.075
F 2.22983 3.26103 2.16764 -2.394 -2.508 -0.931
F 1.97418 1.08158 2.66519 -1.239 1.897 -2.228
C -0.02884 2.41728 2.95588 0.397 0.477 0.719
F 0.23599 3.55124 3.77016 -0.639 -2.788 -1.205
F -0.25679 1.21380 3.69388 0.394 2.992 -1.326
N 0.24008 3.04902 -0.17356 -0.159 -1.839 -2.201
Cl 0.07480 4.64113 0.50650 0.403 -1.254 -0.146
H -4.33870 2.38339 2.15135 -0.243 0.477 -1.867
H -4.51134 1.41975 0.60491 -0.067 1.931 0.404
H -5.22467 3.19989 0.66572 1.053 -1.168 0.615
H -2.20321 2.22027 0.68885 -0.906 1.620 -0.103
H -2.67335 4.06705 0.91026 -0.409 -1.392 -0.655
H -4.16909 3.31119 -1.40383 1.927 -0.178 0.070
H -2.84551 2.05431 -1.55313 -0.140 1.535 0.177
H -2.29897 5.22327 -1.19291 0.195 -1.540 -1.011
H -2.77152 4.59446 -2.84906 1.268 -0.688 1.313
H -0.22282 0.76418 -4.50605 -0.865 1.355 1.352
H -0.27797 2.60768 -4.43870 -0.489 -1.471 1.096
H 5.14214 -1.00989 -5.07024 0.009 -0.518 1.845
H 5.64159 -0.28244 -3.45132 -0.448 -1.619 -0.553
H 6.17842 -2.03449 -3.95328 -1.457 1.311 0.287
H 1.62535 -1.66202 -0.25115 -0.260 1.689 0.546
H 2.44527 -0.64935 1.03377 -1.891 0.078 -0.852
H -0.41774 -2.09921 0.95473 1.320 1.134 0.943
H -0.43876 -0.41294 1.67654 1.158 -1.626 0.188
H 3.51030 -5.71001 4.56488 -1.336 0.666 -1.248
H -0.95201 2.66127 2.33294 1.176 -0.501 0.993
C -1.78621 -5.73232 4.53567 0.269 -0.083 -0.234
O -1.56086 -5.91963 3.14789 0.059 -0.003 -0.052
H -2.86071 -5.73173 4.72103 0.100 -0.004 -0.082
H -1.32312 -6.54726 5.09797 -0.095 0.081 0.228
H -1.36432 -4.77379 4.85198 -0.071 0.021 0.250
H -0.60244 -5.91612 3.01198 -0.376 -0.018 -0.148
```
Positions in Å, forces in eV/Å.

Properties
Strongest force on any atom (eV Å⁻¹): 6.86
M (g/mol): 842.8
Gap between HOMO and LUMO (eV): 5.44
Charge: +1
Electronic energy (eV): -93084.582

Atom charges from the Löwdin analysis, given in e for atoms 1 to 8: -0.109 -0.263 -0.167 -0.166 -0.088 -0.152 -0.007 -0.075

***

Which of these has the highest M? C22H24ClF5I2N3O6S